1.
C23H33InNOP2 | ωB97M-V with the def2-TZVPD basis set

charge	+1
multiplicity	1

```
61
C23H33InNOP2 | the Open Molecules 2025 dataset | ωB97M-V with the def2-TZVPD basis set
C 1.62060 -1.80046 -3.65073
C 1.44775 -1.02274 -2.49200
C 0.31939 -0.15944 -2.39666
C -0.57322 -0.05959 -3.49844
C -0.34931 -0.81688 -4.65385
C 0.73693 -1.70239 -4.73282
C -1.77038 0.84928 -3.31948
C -1.37350 2.09471 -2.55908
C -0.45167 1.90496 -1.50237
C -0.05670 3.01269 -0.70306
C -0.64224 4.26741 -0.93816
C -1.56681 4.45138 -1.97654
C -1.91534 3.36493 -2.79343
H 2.48716 -2.47005 -3.71070
H -1.04689 -0.72543 -5.49499
H 0.89791 -2.30391 -5.63327
H -2.23855 1.09440 -4.28748
H -0.34158 5.11987 -0.31710
H -2.00444 5.43907 -2.15401
H -2.63430 3.49892 -3.61049
N 0.09554 0.63439 -1.25450
In -0.19601 -0.18825 0.64365
C 2.44251 -1.09214 -1.36270
H 2.81477 -0.08111 -1.10716
H 3.30042 -1.73610 -1.62469
C 1.02999 2.83455 0.32594
H 1.93959 2.42591 -0.15594
H 1.28860 3.79516 0.80610
P 1.58659 -1.70043 0.17235
P 0.62024 1.59031 1.64570
C -0.48666 2.48221 2.81279
H -0.69522 1.83689 3.68190
H -0.02680 3.42745 3.15046
H -1.43433 2.68619 2.28955
C 2.19643 1.45615 2.59844
H 2.44652 2.41685 3.08265
H 2.09366 0.67197 3.36624
H 3.00942 1.17547 1.90966
C 1.09002 -3.41912 -0.29932
H 1.91309 -3.95617 -0.80338
H 0.78823 -3.97161 0.60605
H 0.22766 -3.35691 -0.98395
C 2.95166 -2.01203 1.37888
H 2.51422 -2.30943 2.34666
H 3.62759 -2.80794 1.01994
H 3.52899 -1.08600 1.52943
H -2.53502 0.30693 -2.71819
H -1.48119 0.81663 0.73502
C -2.80037 -2.38629 2.48991
C -2.29240 -1.87436 3.79856
C -1.28824 -0.86644 3.27678
O -0.62128 -1.49072 2.18714
C -1.47656 -2.55226 1.76604
H -3.41519 -3.30966 2.54475
H -3.39217 -1.58260 1.99310
H -1.75254 -2.69296 4.32971
H -3.06667 -1.44851 4.47166
H -1.86916 0.01700 2.92947
H -0.57972 -0.56654 4.07735
H -1.00150 -3.50115 2.09996
H -1.63953 -2.62207 0.66864
```

2.
C59H48BrCl8GeN3OP2SW | ωB97M-V with the def2-TZVPD basis set

charge	+3
multiplicity	2

```
125
C59H48BrCl8GeN3OP2SW | the Open Molecules 2025 dataset | ωB97M-V with the def2-TZVPD basis set
W -0.52859 -0.69551 -0.28930
Cl 0.48788 -3.61367 -2.65365
C 0.86523 -1.93366 -3.07470
C -0.01016 -0.93970 -2.35064
C -0.39404 0.12987 -3.05703
Cl -0.97364 1.47645 -2.10178
C -0.35884 0.31900 -4.50059
Cl -1.15487 1.68465 -5.15643
C 0.27294 -0.58188 -5.26189
Cl 0.37337 -0.39106 -6.94831
C 1.06137 -1.70724 -4.64969
Cl 0.86675 -3.16538 -5.62519
O 6.15136 1.78074 3.28897
C 5.28234 1.25964 2.45271
C 5.29337 1.46455 1.06686
C 4.32946 0.87894 0.30611
N 3.33144 0.11152 0.82573
C 3.34112 -0.09969 2.17309
Br 2.01833 -1.16124 2.92993
C 4.28502 0.44334 2.99576
H 6.82795 2.31933 2.85267
H 6.05061 2.06913 0.58633
H 4.35166 0.97045 -0.76351
H 4.25703 0.25447 4.05920
C -1.98633 -7.71261 0.47182
S -0.33505 -7.45756 1.14728
C -0.03628 -5.71417 0.78652
C -0.84640 -4.74610 1.64347
C -0.31209 -3.31731 1.63986
N -0.72807 -2.48336 0.48941
P 2.24526 -0.87484 -0.24432
C 3.16073 -2.43859 -0.05949
C 4.55500 -2.40879 0.06560
C 5.27984 -3.58731 0.06116
C 4.63197 -4.80758 -0.08904
C 3.25463 -4.84199 -0.22779
C 2.52133 -3.66330 -0.20435
C 2.64657 -0.42469 -1.95802
C 2.39137 -1.60676 -2.86890
C 2.56928 -1.35485 -4.39047
C 2.99022 0.01760 -4.79476
C 3.09016 1.00846 -3.91242
C 2.87432 0.78690 -2.48105
P -2.16073 -2.45290 -0.40784
C -2.45090 -3.50061 -1.81440
C -2.66844 -4.87113 -1.67884
C -2.92723 -5.63050 -2.80676
C -3.00124 -5.02200 -4.05561
C -2.82744 -3.65075 -4.18374
C -2.54684 -2.88625 -3.06281
C -3.62155 -2.56638 0.62795
C -3.60104 -2.30603 2.00040
C -4.75918 -2.42150 2.74776
C -5.94780 -2.80330 2.13579
C -5.97405 -3.07225 0.77582
C -4.81826 -2.95397 0.01896
H -2.26259 -8.73141 0.73713
H -1.98831 -7.63411 -0.61450
H -2.72416 -7.04248 0.91338
H -0.14436 -5.51475 -0.28439
H 1.01979 -5.59007 1.03241
H -0.79746 -5.09875 2.67639
H -1.90741 -4.75288 1.37799
H 0.77452 -3.32861 1.68268
H -0.65555 -2.79961 2.53974
H 5.10250 -1.48075 0.15965
H 6.35566 -3.55204 0.16673
H 5.20321 -5.72586 -0.10471
H 2.74879 -5.78849 -0.36696
H 1.45479 -3.70334 -0.34940
H 2.92939 -2.49149 -2.53616
H 3.20942 -2.09911 -4.86164
H 3.20139 0.18833 -5.84326
H 3.38034 2.00161 -4.22850
H 2.93687 1.66328 -1.85167
H -2.64827 -5.33825 -0.70401
H -3.08678 -6.69678 -2.71604
H -3.21038 -5.62169 -4.93134
H -2.90878 -3.18070 -5.15448
H -2.39859 -1.81674 -3.15990
H -2.68172 -2.04170 2.49912
H -4.73493 -2.22961 3.81228
H -6.85010 -2.90257 2.72417
H -6.89539 -3.38047 0.30023
H -4.85146 -3.17428 -1.03989
Cl -4.70996 2.96082 -0.69060
C -4.75770 1.46574 0.22264
Cl -5.87971 0.32774 -0.53447
Cl -5.14431 1.70457 1.91934
C -3.41350 0.85206 0.15899
N -2.42709 0.26971 0.11259
C 3.66388 4.48269 0.81848
C 2.97178 4.07657 -0.31543
C 1.92831 3.16756 -0.20165
C 1.56432 2.62827 1.03519
C 2.28940 3.02580 2.15888
C 3.32264 3.95199 2.05411
Ge -0.15363 1.68678 1.23379
C -0.48272 1.12149 3.07654
C -0.18386 1.92940 4.17354
C -0.45872 1.50135 5.46667
C -1.05601 0.26767 5.68559
C -1.38856 -0.53612 4.60284
C -1.09696 -0.10257 3.31782
C -1.43102 3.15643 0.93996
C -2.34871 3.41728 1.96279
C -3.08742 4.59402 1.98278
C -2.94364 5.52207 0.96473
C -2.06610 5.26322 -0.08038
C -1.31122 4.09927 -0.08576
H 4.44721 5.22539 0.74021
H 3.21909 4.50063 -1.28112
H 1.36804 2.90840 -1.09296
H 2.03017 2.64312 3.14015
H 3.84048 4.28017 2.94758
H 0.24741 2.91414 4.03147
H -0.21660 2.13971 6.30611
H -1.26939 -0.06099 6.69382
H -1.87276 -1.49158 4.77075
H -1.35216 -0.73693 2.47450
H -2.46734 2.71892 2.78137
H -3.77161 4.78496 2.79968
H -3.50794 6.44502 0.98422
H -1.94592 5.98465 -0.87816
H -0.59422 3.96842 -0.88460
```

3.
C8H17N | ωB97M-V with the def2-TZVPD basis set

SMILES	C=NC(C)(C)C(C)(C)C
multiplicity	1

```
26
C8H17N | the Open Molecules 2025 dataset | ωB97M-V with the def2-TZVPD basis set
C -0.34391 -1.27644 -2.43625
C -1.64778 0.93772 -0.38721
C -1.38813 -0.61409 1.59895
C 0.19855 1.34474 1.47318
C 1.39742 0.63450 -1.07822
C 1.56696 -1.16476 0.53952
C -0.59511 0.28626 0.59873
C 0.56205 -0.32079 -0.18873
N -0.33346 -1.51271 -1.22082
H -0.82686 -1.86862 -3.13385
H 0.01470 -0.34624 -2.87084
H -1.22996 1.80356 -0.87677
H -1.79193 0.15611 -1.13989
H -2.51520 1.22208 0.11835
H -2.12090 -1.24339 1.12661
H -0.60319 -1.30528 1.96292
H -1.90436 0.06619 2.39740
H 0.96282 2.07289 1.07807
H 0.52130 0.95681 2.43728
H -0.69052 1.97903 1.68550
H 2.13872 -0.11930 -1.65968
H 1.02039 1.20259 -1.85408
H 2.02061 1.18130 -0.44474
H 1.13902 -2.05859 0.94060
H 2.02774 -0.58136 1.43891
H 2.42105 -1.43221 -0.10495
```

4.
F5P | ωB97M-V with the def2-TZVPD basis set

SMILES	FP(F)(F)(F)F
multiplicity	1

```
6
F5P | the Open Molecules 2025 dataset | ωB97M-V with the def2-TZVPD basis set
F -0.30687 -0.08162 1.36864
F -1.86515 -1.18928 -0.40581
F -0.75928 0.15521 -1.38947
F -0.05320 -2.41807 0.03990
F 1.23039 -0.61525 -0.54785
P -0.34175 -0.80980 -0.18817
```

5.
C20H48N8O10 | ωB97M-V with the def2-TZVPD basis set

charge	+1
multiplicity	2

```
86
C20H48N8O10 | the Open Molecules 2025 dataset | ωB97M-V with the def2-TZVPD basis set
C 4.06624 1.33140 3.11013
N 2.96518 2.24906 2.93460
O 2.29864 2.08671 1.96221
O 2.68432 3.17258 3.72895
H 4.26341 1.34096 4.18211
H 4.97167 1.68688 2.61826
H 3.82932 0.29445 2.87204
C -0.57992 0.53849 0.84294
N -1.27656 1.11406 -0.34285
O -1.96053 0.36338 -1.05071
O -1.15301 2.33955 -0.53247
H 0.49810 0.53771 0.68177
H -0.95545 -0.44559 1.12339
H -0.81211 1.18801 1.68694
C -5.82641 -3.31971 0.82424
O -6.25026 -4.22647 0.04824
N -4.86785 -2.42100 0.39970
C -4.32395 -1.52755 1.40823
C -4.47788 -2.15142 -0.97595
H -6.29955 -3.14791 1.80344
H -3.24691 -1.44462 1.26262
H -4.81001 -0.56447 1.25218
H -4.35516 -1.94052 2.41648
H -4.96524 -1.22604 -1.28296
H -3.40319 -2.05892 -1.13281
H -4.83637 -2.92002 -1.66067
C 4.49355 -2.53913 -1.39016
O 4.03173 -3.47727 -0.67479
N 4.12417 -1.23847 -1.15930
C 4.25815 -0.15782 -2.14851
C 3.22492 -0.81661 -0.13709
H 5.30736 -2.54842 -2.13166
H 5.13727 -0.28032 -2.78114
H 4.42513 0.77280 -1.60614
H 3.40166 0.04169 -2.79250
H 3.19417 -1.45118 0.74862
H 3.66585 0.06438 0.32930
H 2.21956 -0.45991 -0.36098
C -1.04032 5.57166 -0.28328
O -1.61234 6.35764 -1.03897
N 0.10945 5.90510 0.33627
C 0.71510 7.24633 0.45711
C 0.59118 4.98804 1.32772
H -1.34755 4.54044 -0.05006
H 0.41428 7.77951 1.35895
H 0.38871 7.79544 -0.42610
H 1.76050 6.94000 0.41979
H 1.66290 4.87073 1.16716
H 0.52343 5.63620 2.20144
H -0.01543 4.13997 1.64537
C -0.25919 -4.63148 -3.79984
O -1.37871 -4.87706 -4.28834
N -0.04000 -3.93288 -2.56608
C 1.28378 -3.45952 -2.20764
C -1.21139 -3.23069 -1.90178
H 0.65220 -4.80319 -4.39320
H 1.43770 -3.59456 -1.13705
H 1.23513 -2.37324 -2.28333
H 2.13898 -3.98034 -2.63832
H -2.15319 -3.46017 -2.40023
H -1.39115 -3.57330 -0.88276
H -1.14048 -2.14299 -1.90268
C 1.20779 -0.76395 4.16421
O 0.17500 -0.39088 3.63273
N 1.73344 -0.24943 5.32397
C 3.08359 -0.50382 5.79708
C 1.01688 0.82058 5.94013
H 1.80984 -1.60710 3.79157
H 3.03124 -0.94902 6.79064
H 3.53647 0.48518 5.86697
H 3.70246 -1.11550 5.14063
H -0.06011 0.65345 5.95637
H 1.05229 0.63751 7.01407
H 1.41232 1.79672 5.65931
C -3.50504 -1.66787 -4.91479
O -3.29982 -2.87912 -4.85770
N -2.71228 -0.56983 -4.64253
C -3.28145 0.77132 -4.77258
C -1.27113 -0.75281 -4.32564
H -4.48233 -1.28343 -5.24541
H -4.22514 0.87775 -4.23758
H -3.51934 1.11320 -5.77986
H -2.63034 1.46479 -4.24037
H -1.09020 -0.48135 -3.28560
H -0.88621 -1.75753 -4.50027
H -0.78154 -0.11922 -5.06521
```

6.
C38H35ClN7O7V | ωB97M-V with the def2-TZVPD basis set

charge	-1
multiplicity	2

```
89
C38H35ClN7O7V | the Open Molecules 2025 dataset | ωB97M-V with the def2-TZVPD basis set
V -0.34497 0.99701 0.30386
O 0.49896 3.80057 -2.42391
C -0.01863 3.01579 -1.67087
O 0.59381 2.11605 -0.93033
C -1.52474 2.96046 -1.46836
C -2.49911 3.76420 -2.01518
C -3.81573 3.54138 -1.62676
C -4.12563 2.53088 -0.72151
C -3.09140 1.76070 -0.24350
N -1.84543 1.99224 -0.62445
C -3.12735 0.60279 0.74202
O -4.15467 0.13406 1.15205
O -1.90520 0.20452 1.03707
H -2.21896 4.53754 -2.71763
H -4.60661 4.16478 -2.02413
H -5.13569 2.33794 -0.38541
C -0.22757 -4.88772 -3.47897
O 0.67759 -4.27560 -4.39894
C 1.87012 -3.85533 -3.87395
C 3.03071 -4.43479 -4.36212
C 4.27136 -4.03192 -3.89401
C 4.34386 -3.02663 -2.93839
C 3.18707 -2.42164 -2.47201
C 1.93497 -2.83070 -2.92929
N 0.74049 -2.20421 -2.52646
C 0.55273 -1.50358 -1.35292
N 1.23523 -1.97429 -0.31314
C 1.58852 -1.32353 0.90564
C 1.06147 -0.05230 1.27315
C 1.49755 0.46407 2.65872
C 2.55252 -0.35332 3.36368
C 2.95985 -1.53739 2.89608
C 2.48109 -2.04016 1.63808
O 2.86578 -3.30738 1.17152
C 4.26392 -3.49812 1.04721
N -0.30998 -0.52556 -1.26887
C -0.96438 -0.13579 -2.47887
C -0.25542 0.52891 -3.48416
C -0.87151 0.99035 -4.63325
C -2.23759 0.78088 -4.79886
C -2.95127 0.11207 -3.82322
C -2.33319 -0.36000 -2.66271
O -3.18230 -0.94757 -1.77894
C -2.72743 -1.87669 -0.78932
H -0.89273 -5.51248 -4.07023
H -0.81858 -4.15520 -2.93371
H 0.31232 -5.50997 -2.76175
H 2.93333 -5.21078 -5.11219
H 5.17189 -4.49881 -4.27281
H 5.30466 -2.68752 -2.57101
H 3.24927 -1.60135 -1.76536
H 0.06213 -2.02914 -3.25257
H 1.73743 -2.83806 -0.45252
H 1.86870 1.48639 2.54437
H 2.89876 0.00829 4.32777
H 3.66070 -2.13382 3.47355
H 4.46623 -4.56402 1.15335
H 4.81772 -2.95400 1.81389
H 4.61597 -3.16510 0.06333
H 0.80085 0.70719 -3.31656
H -0.29345 1.52468 -5.37670
H -2.74653 1.13560 -5.68775
H -4.01545 -0.06739 -3.92492
H -3.62979 -2.24173 -0.30940
H -2.08729 -1.41981 -0.04445
H -2.20608 -2.71270 -1.26381
Cl -3.29224 3.80827 4.01987
C -1.72370 3.78319 3.23925
C -1.06739 4.90755 2.94832
C 0.13883 4.81887 2.15213
C 0.37437 3.65758 1.47979
N -0.34374 2.51051 1.63528
C -1.12095 2.44486 2.89559
H -1.47121 5.87411 3.23031
H 0.74890 5.69048 1.95988
H 1.15085 3.63857 0.72543
H -1.89696 1.68883 2.81881
C -0.55754 2.47626 6.37138
N -0.86558 1.64087 5.23688
C -0.83489 0.22599 5.41706
C -0.14345 -0.34375 4.42790
N 0.32998 0.62294 3.54609
C -0.17484 1.92062 3.97538
H -1.22278 2.22048 7.19939
H -0.73002 3.52174 6.11315
H 0.48510 2.36496 6.71917
H -1.38854 -0.23580 6.22138
H 0.03093 -1.39226 4.23462
H 0.63196 2.66186 4.09381
```

7.
C4H8O3 | ωB97M-V with the def2-TZVPD basis set

multiplicity	3

```
15
C4H8O3 | the Open Molecules 2025 dataset | ωB97M-V with the def2-TZVPD basis set
O 1.45767 5.06343 0.91707
O 2.68112 4.45069 0.70649
H 0.81818 4.48717 0.39951
C -0.06957 -0.38565 1.08325
C 0.66059 -0.92594 -0.11465
C -0.36464 -1.78152 -0.88945
C -1.67530 -1.43065 -0.22978
O -1.39423 -0.44202 0.75435
H 0.22003 0.66357 1.46133
H 1.01939 -0.15458 -0.79555
H 1.55007 -1.45075 0.19468
H -0.31682 -1.66284 -1.97254
H -0.07899 -2.81250 -0.67749
H -2.44913 -1.22167 -0.99316
H -2.05839 -2.39674 0.15592
```

In order of appearance, energy = -1898.7687; -11996.0768; -369.6616; -840.8096; -1980.6752; -3783.2768; -382.6841 Ha.
In order of appearance, relative energy (zero: lowest compared OMol25 entry of this formula, charge and spin) = 0.0; 248.6; 242.6; 23.0; 99.1; 8.8; 134.0 kJ/mol.